DFT (ωB97M-V/def2-TZVPD) results for a single C5H6BrN molecule in a non-equilibrium geometry.

Geometry as XYZ:
```
13
Properties=species:S:1:pos:R:3:lowdin_charge:R:1
C 0.46 -1.76 -0.41 -0.19
H 0.98 0.53 -0.10 0.10
N 1.02 3.62 -0.45 0.16
C -0.51 -1.01 0.44 -0.77
Br -0.14 -1.44 2.26 0.74
H -1.57 -1.08 0.09 0.11
C 0.32 2.75 -0.19 -0.28
C -0.67 1.79 0.03 -0.06
C -0.10 0.52 0.12 -0.09
H 0.33 -2.79 -0.12 0.07
H 0.20 -1.66 -1.45 0.09
H -1.70 1.85 0.11 0.08
H 1.39 -1.34 -0.32 0.04
```

As for the highest occupied orbital energy: -10.106 eV. The value obtained for the frontier orbital gap is 10.08 eV. The value obtained for the energy is -2822.81709 Eh. As for the structure (SMILES): C[C@@H](Br)/C=C/C#N. As for the spin multiplicity: 1. For the strongest force on any atom, the calculation gives 6.2 eV/A.

---

DFT (ωB97M-V/def2-TZVPD) results for 2 unconnected molecules or ions with the total composition C6H9NO in a non-equilibrium geometry.

Geometry as XYZ:
```
17
Properties=species:S:1:pos:R:3:lowdin_charge:R:1
H -0.10 -1.27 1.29 0.12
H 0.99 0.87 1.90 0.12
C -2.65 2.52 -0.90 -0.43
C 1.25 0.32 0.97 -0.29
H 1.14 -2.98 -0.08 0.07
H 0.73 -1.56 -1.05 0.07
N -3.87 2.35 -1.07 0.08
C 1.33 -1.91 -0.21 -0.10
H -0.40 1.88 -1.68 0.08
O 1.70 0.89 0.02 0.04
C -1.59 3.15 -0.18 0.06
H -4.12 1.71 -1.82 0.04
C 0.96 -1.15 1.06 -0.22
C -1.23 2.31 -1.16 0.07
H -1.28 3.81 0.59 0.09
H 1.51 -1.54 1.92 0.12
H 2.38 -1.77 -0.44 0.08
```

As for the highest occupied orbital energy: -9.054 eV. The value obtained for the frontier orbital gap is 9.87 eV. The value obtained for the energy is -363.89227 Eh. As for the structure (SMILES): N=c1cc1.CCC=O. As for the spin multiplicity: 1. For the strongest force on any atom, the calculation gives 1.6 eV/A.

---

DFT (ωB97M-V/def2-TZVPD) results for 10 unconnected molecules or ions with the total composition C20H60O16 in a non-equilibrium geometry.

Geometry as XYZ:
```
96
Properties=species:S:1:pos:R:3:lowdin_charge:R:1
O 1.97 -2.62 -1.15 -0.07
H 1.45 2.12 -0.10 0.05
O -1.48 3.08 4.76 -0.08
H -2.98 0.36 -4.52 0.10
H 2.80 -3.23 -4.32 0.12
H 0.10 4.92 2.47 0.10
H -0.09 -1.55 0.45 0.11
H 1.45 -1.03 3.73 0.10
H -2.59 -0.48 -6.07 0.12
H 4.60 -4.08 -3.20 0.08
H -2.18 3.96 -1.16 0.13
O 4.03 -3.51 -2.67 -0.07
C 1.95 -2.43 -2.56 -0.26
H 4.67 2.87 -3.17 0.08
C -0.33 -0.52 0.16 -0.22
C -0.26 1.48 3.41 -0.28
H -4.40 -1.33 -4.88 0.08
H -4.16 -5.09 -0.87 0.08
H 3.40 -2.36 5.28 0.07
C -2.11 -3.37 2.19 -0.32
H -0.44 1.76 -1.36 0.03
H 1.04 2.90 3.71 0.04
H -0.58 -0.59 -0.91 0.12
H 2.03 3.71 -1.85 0.11
C 3.09 3.44 -1.77 -0.30
C 2.56 -2.61 2.80 -0.23
H 2.24 -4.46 -3.10 0.12
H 0.91 -2.43 -2.90 0.11
O 2.53 -1.96 5.17 -0.06
H 2.05 -2.33 1.88 0.10
O 3.91 -2.90 2.42 -0.07
H -1.79 -1.42 2.16 0.02
C 3.61 3.12 -3.16 -0.08
O 3.16 2.32 -0.88 -0.09
H -5.04 -3.40 -2.23 0.11
O -3.52 -1.60 -4.59 -0.08
H -1.18 -2.68 -5.14 0.09
H -1.23 -3.54 1.55 0.11
C -4.11 -1.88 -1.02 -0.08
H -3.03 -3.37 1.61 0.09
H -0.49 2.01 2.47 0.10
H -3.22 -1.77 -0.39 0.06
H 2.34 3.66 1.53 0.11
H 3.59 4.31 -1.34 0.11
H 3.22 -0.75 3.66 0.12
H 3.40 3.95 -3.83 0.08
C 2.43 -1.49 3.82 -0.23
H -0.64 0.04 -4.58 0.12
H -4.98 -1.68 -0.39 0.08
H -1.25 -1.09 -3.40 0.11
O -0.60 -1.92 -5.19 -0.06
H 2.35 -1.44 -2.83 0.12
H 2.06 -3.51 3.17 0.12
C -2.60 -0.56 -4.98 -0.22
H 4.09 2.12 -0.73 0.10
C 2.87 5.70 2.00 -0.08
O 0.61 1.67 0.05 -0.09
H -2.36 -5.39 2.82 0.07
H -0.77 3.20 5.39 0.08
H -4.05 -1.15 -1.83 0.05
H -2.77 3.03 0.86 0.10
H -3.27 -3.44 -2.19 0.10
O -4.17 -4.20 -0.49 -0.08
H 1.71 -0.07 -0.29 0.12
O -0.80 1.99 -2.24 -0.08
O -2.60 2.39 0.16 -0.07
O -1.45 -0.07 0.90 -0.09
H -3.78 3.24 -1.34 0.12
C -2.11 -4.43 3.26 -0.09
H -2.53 2.37 -3.16 0.12
C 0.91 0.31 0.36 -0.20
O -2.01 -2.09 2.83 -0.10
H -2.63 1.06 -1.94 0.11
H 1.31 4.87 0.74 0.12
H -1.34 1.08 5.25 0.12
H -1.14 -4.48 3.76 0.07
H 3.31 5.52 2.97 0.08
H 4.37 -3.32 3.16 0.07
O 0.91 4.46 2.71 -0.09
H 3.09 2.25 -3.56 0.08
C -1.42 1.70 4.35 -0.21
H -2.37 1.52 3.84 0.12
H -0.24 0.42 3.16 0.09
H -1.67 0.84 0.66 0.05
C 2.72 -3.50 -3.27 -0.23
O 0.97 1.95 3.90 -0.06
H 3.66 5.75 1.25 0.07
C -4.16 -3.28 -1.58 -0.32
C -1.23 -0.87 -4.47 -0.26
H -2.86 -4.22 4.02 0.08
H 2.41 6.70 1.99 0.08
H 1.32 0.27 1.37 0.11
C -2.21 2.06 -2.16 -0.26
C -2.73 3.02 -1.12 -0.21
H 2.90 -2.66 -0.91 0.08
C 1.86 4.63 1.65 -0.29
```

As for the highest occupied orbital energy: -9.143 eV. The value obtained for the frontier orbital gap is 9.49 eV. The value obtained for the energy is -2001.72950 Eh. As for the structure (SMILES): OCCO.OCCO.OCCO.OCCO.OCCO.OCCO.CCO.CCO.CCO.CCO. As for the spin multiplicity: 1. For the strongest force on any atom, the calculation gives 1.2 eV/A.

---

DFT (ωB97M-V/def2-TZVPD) results for 5 unconnected molecules or ions with the total composition C8H28N2O5 in a non-equilibrium geometry.

Geometry as XYZ:
```
43
Properties=species:S:1:pos:R:3:lowdin_charge:R:1
H -5.57 2.61 -1.92 0.08
H -1.74 1.71 -2.00 0.06
H -0.40 1.14 -1.50 0.03
H -1.86 0.67 2.06 0.07
N -1.18 1.69 -1.17 0.06
O 1.72 0.94 -4.29 -0.05
H -0.86 -4.30 -2.73 0.03
H -1.69 -3.73 -1.57 0.04
O -1.27 -3.50 -2.41 -0.05
H 2.59 1.00 4.21 0.09
H 1.45 1.85 -4.05 0.06
C -1.98 1.18 -0.07 -0.43
H 1.86 -0.64 4.38 0.09
H -5.83 2.44 -0.18 0.10
H 1.87 -2.66 -0.59 0.06
O 3.38 -0.37 3.03 -0.19
H 3.49 0.36 0.84 0.07
C -5.07 2.73 -0.96 -0.12
O -3.92 1.96 -1.04 -0.16
C -3.18 2.08 0.08 -0.30
H -3.75 1.76 0.95 0.13
H 0.19 -1.40 -2.21 0.03
H -2.80 3.11 0.29 0.14
H 3.92 -2.27 2.32 0.13
O 0.83 -0.69 -2.04 -0.07
H 1.39 -0.98 1.10 0.11
H 1.23 -0.41 -2.90 0.02
H -0.92 2.06 1.66 0.08
N 3.36 -0.50 0.31 0.06
C -1.22 1.08 1.27 -0.06
H -2.36 0.15 -0.23 0.14
C 2.22 0.12 3.68 -0.09
C 2.42 -1.40 1.04 -0.44
H 1.59 0.85 -5.24 0.05
H 2.99 -0.25 -0.59 0.05
H 3.35 -3.12 0.26 0.08
H 1.46 0.38 2.95 0.07
H 2.33 -2.14 3.03 0.11
C 3.06 -1.60 2.43 -0.23
H 1.70 -3.39 1.00 0.08
H -0.33 0.46 1.18 0.04
C 2.33 -2.75 0.39 -0.08
H -4.81 3.78 -0.78 0.09
```

As for the highest occupied orbital energy: -8.755 eV. The value obtained for the frontier orbital gap is 9.16 eV. The value obtained for the energy is -807.26190 Eh. As for the structure (SMILES): COC[C@H](C)N.COC[C@H](C)N.O.O.O. As for the spin multiplicity: 1. For the strongest force on any atom, the calculation gives 2.9 eV/A.

---

DFT (ωB97M-V/def2-TZVPD) results for 15 unconnected molecules or ions with the total composition C28H29Cl42IN2O3 in a non-equilibrium geometry.

Geometry as XYZ:
```
105
Properties=species:S:1:pos:R:3:lowdin_charge:R:1
Cl -5.22 9.42 -4.34 0.50
H 0.28 5.50 8.53 0.01
Cl 1.95 3.78 1.31 0.53
Cl 0.36 3.24 7.94 0.50
H 0.47 3.90 -0.49 -0.02
C 4.42 -9.17 2.46 -1.53
H -5.41 -3.37 4.72 0.01
N -0.02 1.24 -1.61 0.10
C 5.59 -3.18 -0.15 -0.10
Cl 2.53 3.54 -1.55 0.52
Cl -3.93 2.14 -5.18 0.54
Cl -9.11 5.90 -8.25 0.51
O -0.87 1.46 0.49 0.08
Cl -3.21 9.96 -2.31 0.51
C -2.41 1.70 -4.40 -1.57
H 5.64 -5.12 -1.02 0.11
Cl 3.72 -7.25 6.81 0.51
Cl -3.85 -1.80 5.52 0.53
Cl -2.35 -8.57 4.98 0.53
I 2.62 -3.18 -2.69 0.88
Cl 5.29 2.65 -5.66 0.54
N 2.92 -4.42 0.06 0.03
C -0.06 -2.49 1.17 -0.13
Cl 2.85 -5.37 4.75 0.48
C -4.21 10.66 -3.58 -1.55
C -4.46 -2.98 4.36 -1.53
H -2.14 -2.34 1.57 0.08
H -1.39 3.03 2.85 0.00
H -8.47 3.66 -8.40 -0.04
C 4.17 2.49 -4.31 -1.60
Cl -6.45 4.48 -3.23 0.53
C 2.37 -3.20 0.54 -0.40
C 0.67 -0.36 0.17 -0.10
Cl 3.37 -8.19 3.48 0.48
C 0.92 -3.39 0.75 -0.05
H -5.41 5.31 -5.15 0.00
Cl 6.12 -8.73 2.71 0.52
H 5.24 -2.19 -0.41 0.06
C 1.88 -5.38 0.08 -0.38
Cl 6.40 4.63 0.89 0.54
Cl 0.92 5.56 6.28 0.52
H 6.67 -3.12 -0.15 0.08
Cl 2.54 2.96 -4.77 0.51
H -3.97 5.31 -1.21 0.01
C -0.92 -8.03 4.08 -1.51
Cl -2.60 0.24 -3.42 0.56
C -2.07 2.76 3.65 -1.54
H -0.88 -6.20 0.21 0.12
C -3.04 5.63 -1.66 -1.51
C 6.38 3.13 -0.03 -1.53
C -1.34 -2.99 1.24 -0.01
O 1.98 -6.55 -0.14 0.14
H -2.14 2.50 -3.72 -0.11
Cl -3.31 -4.31 4.20 0.51
C -0.15 0.82 -0.23 -0.48
H 1.10 -0.98 2.17 0.12
H -0.75 -8.73 3.28 0.02
H 5.21 -3.39 0.83 0.07
Cl -1.14 2.61 5.14 0.50
H -2.68 -4.61 0.94 0.10
Cl 4.90 2.23 0.27 0.50
C -9.05 4.32 -9.02 -1.57
H 7.21 2.53 0.29 0.01
H -3.55 11.06 -4.34 0.01
Cl -1.11 1.53 -5.57 0.54
Cl 6.60 3.47 -1.76 0.55
Cl 2.56 5.01 8.61 0.52
Cl -7.40 6.54 -5.04 0.52
H 0.97 1.36 -1.81 0.04
Cl 4.19 0.84 -3.68 0.50
H -0.63 -0.59 1.86 0.09
H 1.69 0.00 0.22 0.12
C 5.12 -4.18 -1.19 -0.29
Cl -2.16 4.18 -2.15 0.60
Cl -10.67 3.64 -9.18 0.53
C 4.06 -5.72 5.99 -1.54
H 4.17 -8.96 1.43 0.01
Cl 5.69 -5.72 5.33 0.53
C 0.61 -4.70 0.45 -0.09
Cl -3.42 6.67 -3.03 0.52
Cl 0.47 -8.05 5.16 0.51
C 0.27 -1.06 1.48 -0.09
C -0.67 -5.19 0.50 -0.04
Cl -1.23 -6.45 3.34 0.56
C -6.43 5.07 -4.89 -1.55
C 0.94 4.91 7.92 -1.55
Cl -5.21 11.97 -2.96 0.53
C 1.48 4.26 -0.32 -1.51
Cl -8.27 4.42 -10.60 0.53
O 2.96 -2.17 0.72 0.12
C -1.65 -4.29 0.89 -0.09
H 0.64 -1.06 -0.66 0.10
Cl 4.18 -10.89 2.76 0.53
H 5.46 -3.82 -2.15 0.08
H 4.50 3.16 -3.52 -0.07
H 3.48 -5.45 -1.59 0.07
Cl -7.00 3.82 -6.00 0.53
Cl -2.10 6.50 -0.45 0.54
C 3.63 -4.45 -1.23 -0.62
Cl -4.75 -2.21 2.79 0.53
H 4.00 -4.94 6.74 0.01
H -0.37 0.51 -2.23 0.02
Cl 1.51 6.01 -0.50 0.53
Cl -2.83 1.23 3.22 0.53
Cl -3.27 4.04 3.79 0.53
```

As for the highest occupied orbital energy: -9.841 eV. The value obtained for the frontier orbital gap is 9.25 eV. The value obtained for the energy is -21045.30473 Eh. As for the spin multiplicity: 1. For the strongest force on any atom, the calculation gives 1.1 eV/A.